(1)
{"formula": "C7H18O2", "method": "ωB97M-V/def2-TZVPD", "elements": ["C", "C", "C", "C", "O", "H", "H", "H", "H", "H", "H", "H", "H", "H", "H", "C", "C", "C", "O", "H", "H", "H", "H", "H", "H", "H", "H"], "coordinates": [[1.69073, -0.09157, -0.68295], [1.10724, 0.39751, -1.95624], [0.38487, -2.12223, 0.14438], [1.77757, 0.77955, 0.50396], [2.71926, -0.94539, -0.90456], [3.28373, -1.05428, -0.12721], [0.77419, 0.87699, 0.94818], [2.42339, 0.37250, 1.28596], [1.35288, -0.26125, -2.78918], [1.44531, 1.41067, -2.20861], [0.01707, 0.39162, -1.88331], [-0.53603, -2.64997, 0.41198], [1.16577, -2.27782, 0.89098], [0.68218, -2.41780, -0.85898], [2.11979, 1.78814, 0.24169], [-1.32055, 0.25152, 0.28643], [-1.42585, 1.75848, 0.11687], [-1.89583, -0.16352, 1.62484], [-2.02808, -0.38315, -0.78748], [-2.98484, -0.29407, -0.64231], [-0.15308, -1.02057, 0.24894], [-1.36676, 0.31395, 2.45375], [-0.93508, 2.30010, 0.93000], [-1.01413, 2.11329, -0.83070], [-2.48212, 2.08123, 0.10871], [-2.96821, 0.08987, 1.70095], [-1.83341, -1.24381, 1.77393]], "atomic_forces_ev_per_a": [[1.133, 0.742, -0.466], [-0.561, -0.248, 0.095], [-2.047, 1.314, 0.584], [-0.515, 0.009, 0.205], [1.192, -0.646, -0.204], [-0.306, 0.091, -0.095], [0.247, 0.088, -0.020], [0.077, -0.037, -0.109], [0.168, -0.046, 0.126], [-0.052, 0.041, 0.045], [-0.045, 0.218, -0.072], [0.270, -0.605, 0.102], [-0.137, 0.095, -0.165], [0.020, 0.303, 0.149], [0.005, 0.063, 0.089], [-3.278, 0.671, 0.006], [0.610, 0.227, -0.209], [0.327, -0.489, 0.143], [0.520, 0.087, 0.318], [0.271, -0.020, 0.081], [1.700, -1.592, -0.514], [-0.084, 0.043, -0.064], [-0.005, -0.057, -0.058], [0.117, -0.108, 0.071], [0.103, -0.340, 0.115], [0.218, 0.168, -0.113], [0.053, 0.027, -0.038]], "mulliken_charge": [0.702, -1.210, -0.892, -0.819, -0.532, 0.345, 0.037, 0.399, 0.357, 0.315, 0.178, 0.396, 0.272, 0.308, 0.330, 0.441, -1.493, -1.296, -0.521, 0.362, 0.175, 0.291, 0.355, 0.279, 0.438, 0.433, 0.347], "e_homo_ev": [-8.0, -6.0], "e_lumo_ev": [0.74, -0.29], "gap_ev": [8.7, 5.7], "energy_ev": -11640.9446}

=====

(2)
{"formula": "C27H41BrF6N3O10S", "method": "ωB97M-V/def2-TZVPD", "elements": ["C", "C", "C", "O", "O", "C", "C", "N", "C", "C", "C", "C", "S", "O", "O", "O", "C", "N", "C", "C", "O", "C", "Br", "C", "C", "C", "C", "C", "C", "N", "H", "H", "H", "H", "H", "H", "H", "H", "H", "H", "H", "H", "H", "H", "H", "H", "H", "H", "H", "H", "H", "H", "H", "H", "H", "H", "H", "H", "H", "H", "H", "C", "C", "O", "C", "O", "C", "F", "F", "F", "H", "H", "H", "H", "H", "C", "C", "O", "C", "O", "C", "F", "F", "F", "H", "H", "H", "H", "H"], "coordinates": [[1.52766, -4.17016, -0.06616], [1.66048, -4.09314, -1.60059], [0.38277, -3.69478, -2.25607], [-0.61470, -4.31341, -2.14675], [0.41140, -2.56773, -3.06023], [-0.23675, -1.44462, -2.47252], [-0.14241, -0.29591, -3.45517], [0.76830, 0.86111, -3.11406], [2.00484, 0.54347, -2.36316], [2.88302, -0.46282, -3.11978], [3.90478, -1.08979, -2.19165], [4.80717, -2.09708, -2.92904], [6.54525, -1.94829, -2.56953], [6.83412, -2.76101, -1.44070], [7.25649, -2.19355, -3.78622], [6.75172, -0.42923, -2.18520], [2.80271, 1.84121, -2.20884], [2.12743, 2.94734, -1.58826], [2.33591, 3.11954, -0.15204], [2.89878, 4.48889, 0.22630], [2.95564, 4.61522, 1.64093], [0.83776, 3.23158, -2.17855], [-0.23531, 4.48016, -1.17264], [-0.05453, 2.02193, -2.56613], [-1.05867, 1.55808, -1.53399], [-0.64765, 1.13039, -0.26766], [-1.63956, 0.77144, 0.65333], [-2.96850, 0.85209, 0.22411], [-3.27698, 1.25732, -1.07318], [-2.32641, 1.61395, -1.94973], [2.11654, -5.00469, 0.28233], [1.86184, -3.24116, 0.37755], [0.49226, -4.32001, 0.21206], [2.46988, -3.42061, -1.86159], [1.93772, -5.06622, -1.98822], [-1.28920, -1.69387, -2.35910], [0.13628, -1.24126, -1.47088], [-1.12980, 0.08946, -3.66475], [0.21726, -0.71379, -4.38856], [1.10383, 1.20437, -4.01586], [1.82348, 0.12508, -1.37928], [2.29839, -1.21480, -3.63855], [3.40916, 0.10261, -3.89230], [3.37128, -1.58814, -1.38691], [4.53799, -0.35057, -1.71495], [4.70114, -2.02229, -4.00393], [4.53730, -3.09484, -2.60870], [7.17265, 0.01758, -2.93297], [3.05332, 2.14430, -3.23496], [3.74288, 1.64666, -1.71753], [3.10212, 2.40921, 0.15476], [1.47026, 2.91841, 0.47965], [2.30251, 5.29001, -0.18571], [3.92157, 4.52037, -0.14507], [2.92587, 3.73926, 2.02910], [1.01869, 3.77476, -3.10405], [-0.62655, 2.34896, -3.42598], [0.38271, 1.07677, 0.03998], [-1.39234, 0.46583, 1.65527], [-3.76543, 0.59736, 0.89792], [-4.29894, 1.29865, -1.40924], [-9.15949, 4.52357, 2.06145], [-8.25013, 4.74769, 0.87436], [-6.85717, 4.69031, 1.26106], [-6.33588, 3.48834, 1.38964], [-6.87378, 2.43446, 1.21562], [-4.84944, 3.61005, 1.76687], [-4.64768, 4.50430, 2.72994], [-4.12978, 3.98406, 0.69726], [-4.38279, 2.43159, 2.18626], [-8.93153, 5.23475, 2.85538], [-10.19910, 4.65050, 1.76400], [-9.03733, 3.52036, 2.46810], [-8.39013, 5.74505, 0.46543], [-8.43880, 4.03019, 0.07734], [-1.07832, -4.79177, 7.15281], [-0.51105, -5.58996, 6.00052], [-0.10105, -4.72732, 4.91433], [1.07655, -4.14488, 5.05027], [1.84076, -4.24769, 5.96029], [1.37543, -3.30334, 3.79666], [0.31468, -2.56517, 3.43139], [1.68698, -4.09697, 2.76278], [2.39109, -2.47605, 4.00502], [-1.89697, -4.15791, 6.81101], [-1.45275, -5.46346, 7.92354], [-0.32057, -4.14698, 7.59633], [-1.26880, -6.24276, 5.57447], [0.32762, -6.21055, 6.31155]], "atomic_forces_ev_per_a": [[-0.193, 0.091, -0.750], [0.535, 0.201, 0.259], [0.379, -0.125, -0.209], [-1.208, -0.442, 0.226], [0.827, 0.566, 0.068], [-0.626, -0.362, -0.089], [0.165, -0.425, -0.401], [-0.426, 0.189, -0.038], [1.333, -0.405, 0.363], [-0.024, 0.717, -0.263], [0.123, -0.394, 0.025], [-0.532, 0.544, 0.485], [0.558, -1.611, -0.708], [-0.244, 0.464, 0.527], [-0.091, 0.409, -0.131], [-0.126, 0.401, 0.202], [-0.552, 0.503, -0.951], [-0.372, -0.123, 1.036], [0.285, 0.109, 0.255], [0.394, -0.644, 0.391], [-0.336, 0.244, -0.230], [0.336, -0.021, -0.462], [-0.021, 0.029, -0.047], [-0.237, 0.210, 0.480], [0.447, -0.235, 0.235], [-1.051, -0.152, 0.292], [-0.340, 0.418, -1.206], [0.314, -0.174, 0.072], [1.004, -0.010, 0.283], [-0.041, -0.236, 0.428], [0.164, -0.005, 0.383], [0.166, 0.069, 0.242], [-0.149, -0.200, 0.123], [0.015, 0.109, -0.181], [-0.117, -0.256, -0.153], [-0.207, 0.032, 0.114], [0.234, 0.169, 0.041], [-0.097, 0.438, 0.117], [0.152, -0.083, -0.130], [0.097, -0.007, -0.064], [-0.757, 0.070, 0.089], [-0.101, -0.278, 0.155], [0.099, -0.021, -0.224], [0.009, -0.167, 0.185], [-0.091, 0.293, 0.001], [0.079, 0.031, -0.208], [0.220, -0.341, -0.173], [0.154, 0.020, -0.061], [0.159, 0.055, -0.130], [0.163, -0.050, 0.212], [0.022, -0.289, 0.005], [-0.309, 0.012, -0.185], [-0.031, 0.247, -0.022], [0.071, 0.344, -0.390], [0.093, -0.108, 0.213], [0.104, 0.006, -0.222], [-0.309, 0.023, -0.074], [0.227, 0.146, -0.153], [0.029, -0.095, 0.148], [-0.162, -0.094, 0.074], [-0.174, 0.043, -0.109], [0.202, -0.109, 0.187], [-0.514, 0.127, -0.106], [0.097, 0.043, -0.020], [-0.240, 0.092, -0.105], [0.102, -0.111, -0.026], [0.148, 0.035, 0.183], [-0.014, 0.025, 0.045], [0.011, -0.036, -0.091], [-0.026, 0.085, 0.081], [-0.053, 0.070, -0.047], [-0.003, 0.021, -0.033], [-0.039, -0.033, -0.070], [0.175, 0.047, 0.044], [0.128, -0.116, 0.062], [0.095, 0.266, -0.079], [-0.244, -0.309, 0.348], [0.018, 0.010, -0.120], [-0.137, -0.197, 0.117], [0.116, 0.081, -0.004], [-0.028, 0.236, -0.075], [-0.038, 0.002, -0.010], [0.026, -0.100, 0.099], [0.085, -0.004, 0.034], [-0.062, -0.079, 0.004], [-0.007, -0.035, -0.013], [0.040, -0.072, 0.032], [0.007, 0.088, -0.159], [0.122, 0.126, -0.041]], "mulliken_charge": [-1.316, 0.660, 0.138, -0.511, -0.348, -0.437, -1.440, 0.469, 0.522, -0.963, -0.687, -0.842, 1.310, -0.621, -0.645, -0.519, -2.018, 0.598, -1.121, -0.368, -0.523, -0.767, -0.046, 0.405, -0.077, 0.294, -1.243, -0.493, -0.863, -0.533, 0.475, 0.358, 0.365, -0.636, 0.491, 0.652, 0.316, 0.670, 0.652, 0.602, -0.099, 0.675, 0.303, 0.275, 0.510, 0.523, 0.341, 0.370, 0.193, 0.691, 0.586, 0.427, 0.282, 0.278, 0.334, 0.812, 0.119, 0.658, 0.595, 0.605, 0.545, -1.102, -0.212, -0.301, 0.282, -0.520, 0.991, -0.255, -0.257, -0.241, 0.307, 0.374, 0.318, 0.316, 0.322, -1.106, -0.214, -0.303, 0.270, -0.496, 1.000, -0.284, -0.244, -0.263, 0.302, 0.378, 0.320, 0.306, 0.334], "e_homo_ev": -12.2, "e_lumo_ev": -2.80, "gap_ev": 9.4, "charge": 1, "energy_ev": -150785.0319}